(1)
A structure of composition C32H53N3O3P2Rb. Source: the Open Molecules 2025 dataset; level of theory: ωB97M-V/def2-TZVPD.

Properties
- Charge: -1
- Kohn-Sham gap: 0.2197 Eh
- LUMO level: 2.02 eV
- ΔE to the lowest compared entry with this formula, charge and spin: 0.000 eV
- Spin multiplicity: 1

```
94
Properties=species:S:1:pos:R:3:forces:R:3:mulliken_charge:R:1
Rb 1.767 -0.242 -0.102 -0.64 -0.08 -1.21 0.76
C 5.915 -0.765 0.397 -0.07 0.03 -0.02 -1.09
P 4.833 0.387 -0.551 0.68 0.28 0.22 0.79
C 5.851 0.575 -2.073 -0.04 -0.07 0.00 -1.47
C 5.335 1.941 0.336 -0.09 0.04 -0.03 -0.90
C 4.761 3.201 -0.319 0.00 -0.10 0.02 -1.18
P 2.925 3.131 -0.547 -0.04 0.13 0.09 0.56
C 2.695 4.879 -1.102 0.01 0.01 0.08 -1.17
C 2.390 3.281 1.208 0.03 -0.09 -0.06 -0.73
H 5.524 -0.858 1.412 0.00 0.00 -0.04 0.22
H 6.945 -0.397 0.438 0.01 -0.02 0.01 0.47
H 5.895 -1.746 -0.076 -0.02 0.03 -0.01 0.18
H 6.885 0.844 -1.834 0.00 -0.01 -0.02 0.33
H 5.422 1.338 -2.725 0.01 -0.02 0.02 0.33
H 5.826 -0.377 -2.604 0.00 0.03 0.01 0.40
H 6.426 2.009 0.408 0.00 0.02 -0.01 0.52
H 4.942 1.840 1.354 0.01 0.01 -0.02 0.31
H 5.202 3.349 -1.310 0.01 -0.01 0.00 0.39
H 4.996 4.093 0.272 0.03 0.01 0.02 0.52
H 3.167 5.580 -0.407 -0.02 0.02 -0.03 0.31
H 1.632 5.118 -1.170 0.02 0.00 0.00 0.35
H 3.131 5.013 -2.094 0.00 0.00 0.01 0.35
H 3.009 4.009 1.742 -0.02 0.01 0.00 0.42
H 2.422 2.307 1.723 0.00 0.06 -0.03 -0.06
H 1.350 3.617 1.234 0.01 -0.01 0.01 0.40
C -4.608 4.959 -1.817 0.00 0.00 -0.01 -1.63
C -4.554 4.005 -0.615 0.04 -0.01 0.00 2.12
C -5.837 3.174 -0.597 -0.01 0.00 -0.01 -2.14
C -4.489 4.825 0.682 0.02 -0.01 0.01 -1.59
C -3.302 3.135 -0.721 -0.14 -0.07 0.02 0.56
C -2.041 3.722 -0.753 0.09 0.05 -0.01 -0.74
C -0.923 2.913 -0.846 -0.06 -0.13 0.02 -0.47
N -0.973 1.584 -0.903 0.14 0.25 0.04 -0.14
C -2.170 1.008 -0.879 0.06 -0.29 -0.03 -0.72
C -3.347 1.750 -0.791 -0.14 0.07 -0.01 0.23
C -2.182 -0.496 -0.961 0.13 0.27 0.04 -0.54
C -3.322 -1.243 -0.731 -0.18 -0.06 0.05 0.19
C -3.274 -2.638 -0.792 -0.08 0.00 -0.01 0.42
C -2.054 -3.212 -1.106 -0.02 0.05 0.06 -0.26
C -0.956 -2.385 -1.322 0.07 0.01 0.08 -0.68
N -1.010 -1.063 -1.247 0.10 -0.14 -0.13 -0.41
C -4.536 -3.453 -0.514 0.02 0.02 0.01 2.14
C -4.249 -4.955 -0.490 0.00 -0.01 -0.02 -2.15
C -5.565 -3.161 -1.614 -0.02 0.00 -0.02 -1.60
C -5.123 -3.052 0.847 0.04 0.00 0.04 -1.69
H -5.501 5.587 -1.757 0.03 -0.02 0.00 0.45
H -4.643 4.398 -2.754 0.00 0.02 0.03 0.38
H -3.736 5.613 -1.849 -0.03 -0.02 0.00 0.32
H -6.698 3.841 -0.509 0.02 -0.02 -0.01 0.43
H -5.860 2.486 0.252 0.00 0.02 -0.02 0.42
H -5.956 2.594 -1.515 0.01 0.02 0.03 0.41
H -5.366 5.473 0.760 0.02 -0.02 0.00 0.45
H -3.598 5.454 0.715 -0.03 -0.02 -0.01 0.31
H -4.467 4.167 1.554 0.00 0.02 -0.02 0.38
H -1.917 4.797 -0.705 0.01 -0.03 0.00 0.42
H 0.069 3.350 -0.875 0.00 -0.03 -0.01 -0.03
H -4.296 1.237 -0.788 0.02 0.03 -0.01 0.44
H -4.249 -0.748 -0.473 0.02 -0.04 -0.01 0.23
H -1.908 -4.282 -1.142 0.02 0.02 0.00 0.50
H 0.025 -2.811 -1.511 -0.06 0.00 0.00 0.33
H -3.930 -5.319 -1.469 0.01 0.02 0.03 0.39
H -5.159 -5.493 -0.212 0.01 0.00 -0.02 0.43
H -3.473 -5.203 0.236 -0.03 0.01 -0.01 0.44
H -5.169 -3.435 -2.595 -0.02 0.01 0.02 0.36
H -5.828 -2.101 -1.641 0.01 -0.04 0.00 0.31
H -6.480 -3.735 -1.439 0.03 0.02 0.00 0.44
H -4.392 -3.207 1.644 -0.03 0.00 -0.02 0.37
H -6.006 -3.659 1.065 0.02 0.02 -0.01 0.46
H -5.427 -2.003 0.868 0.02 -0.03 0.00 0.32
O 4.025 -2.040 -1.821 -0.02 -0.19 -0.04 -0.71
C 3.495 -3.040 -1.333 -0.16 0.00 -0.04 -0.03
C 4.206 -4.396 -1.276 -0.01 -0.07 0.05 -0.39
C 3.209 -5.278 -0.540 0.06 0.02 -0.05 -0.53
C 1.982 -4.370 -0.395 0.04 0.21 -0.02 0.33
O 0.913 -4.771 0.045 -0.05 -0.02 -0.02 -0.71
N 2.246 -3.098 -0.817 0.03 -0.20 -0.04 0.20
H 5.172 -4.283 -0.783 0.00 0.00 0.01 0.21
H 4.397 -4.720 -2.301 0.02 -0.01 0.01 0.28
H 3.537 -5.573 0.458 0.01 0.01 -0.01 0.23
H 2.924 -6.184 -1.074 0.01 -0.03 0.00 0.27
C 0.389 -1.416 2.583 0.21 0.11 0.08 -1.06
C 1.754 -0.806 3.016 0.02 -0.04 0.02 1.25
C 1.674 -0.522 4.527 -0.02 0.07 0.08 -2.02
C 2.828 -1.904 2.797 -0.08 0.10 -0.02 -0.56
O 2.055 0.332 2.315 0.08 0.08 0.78 -0.76
H 0.150 -2.310 3.167 -0.08 0.01 -0.07 0.39
H 0.421 -1.706 1.528 -0.18 -0.18 0.17 -0.03
H -0.400 -0.669 2.719 0.02 -0.01 -0.02 0.23
H 1.478 -1.423 5.124 0.00 0.04 -0.03 0.35
H 0.877 0.206 4.710 0.04 -0.02 0.01 0.39
H 2.620 -0.078 4.848 -0.04 -0.02 0.01 0.40
H 2.547 -2.854 3.269 0.08 0.02 -0.03 0.38
H 3.783 -1.566 3.210 -0.02 0.00 -0.03 0.29
H 2.956 -2.079 1.723 0.03 -0.10 0.12 -0.29
```
Positions in Å, forces in eV/Å.

---

(2)
A structure of composition C32H53N8O3PPtS. Source: the Open Molecules 2025 dataset; level of theory: ωB97M-V/def2-TZVPD.

Properties
- Charge: +2
- Kohn-Sham gap (spin up / spin down): 0.2281 / 0.1857 Eh
- LUMO level (spin up / spin down): -5.14 / -7.20 eV
- Spin multiplicity: 3

```
99
Properties=species:S:1:pos:R:3:forces:R:3:mulliken_charge:R:1
Pt 0.203 0.430 -0.387 0.38 0.79 -1.26 1.03
C 0.553 -3.436 -3.690 -0.29 -0.82 0.37 -1.00
N 0.681 -3.093 -2.254 -0.39 -0.77 -1.31 0.63
C 1.964 -2.670 -1.808 0.88 1.24 0.87 -0.92
C -0.346 -3.277 -1.415 -1.12 -1.56 -0.30 -0.76
N -0.609 -2.363 -0.500 -0.48 -0.31 1.42 0.93
C -1.036 -2.530 0.797 -0.40 0.28 -1.53 -0.28
C -0.728 -3.718 1.515 0.62 -0.23 0.22 -0.25
C -1.123 -3.874 2.841 0.00 -1.27 -0.20 -1.10
C -1.819 -2.888 3.477 -0.52 0.47 1.81 -0.92
C -2.118 -1.679 2.852 0.26 0.73 -1.00 0.61
C -2.688 -0.651 3.623 -0.31 0.48 -0.63 -0.99
C -3.013 0.588 3.069 -0.34 -0.52 -0.02 -1.43
C -2.728 0.847 1.724 0.28 -1.28 0.96 -0.55
C -2.113 -0.164 0.941 -0.47 -0.92 -0.25 0.00
N -1.856 0.081 -0.403 -2.27 0.15 -0.84 -0.48
C -2.860 0.394 -1.261 1.04 0.39 0.42 0.07
N -4.172 0.109 -0.984 -0.67 0.42 -0.04 0.33
C -5.253 1.002 -1.460 0.56 0.00 -0.16 -1.37
C -4.646 -0.987 -0.134 0.48 -0.05 0.06 -0.71
N -2.576 1.039 -2.444 -0.30 -0.08 0.57 0.26
C -1.275 1.613 -2.754 -0.03 0.28 1.54 -0.04
C -3.428 0.968 -3.619 -0.57 -1.11 -0.06 -1.19
C -1.803 -1.480 1.459 0.24 0.84 1.11 1.43
N -1.180 -4.406 -1.710 -0.08 2.51 0.97 0.30
C -0.638 -5.725 -1.898 0.26 -0.46 0.55 -1.37
C -2.597 -4.344 -1.328 -0.33 0.25 -1.33 -0.76
H 1.228 -2.822 -4.307 -0.25 -0.09 0.48 0.35
H -0.498 -3.289 -4.014 0.73 -0.11 0.18 0.31
H 0.829 -4.503 -3.816 -0.15 0.57 -0.32 0.31
H 2.794 -3.241 -2.217 -0.23 -0.56 -0.16 0.46
H 2.012 -2.741 -0.716 0.04 0.08 -0.19 0.24
H 2.183 -1.637 -2.086 -0.16 0.05 0.09 0.17
H -0.093 -4.484 1.020 -0.65 0.58 0.35 0.44
H -0.978 -4.800 3.412 0.34 0.31 -0.57 0.40
H -2.133 -2.954 4.552 0.44 -0.31 -1.18 0.40
H -2.898 -0.864 4.659 -0.12 0.04 0.18 0.51
H -3.584 1.282 3.696 0.44 -0.03 -0.41 0.60
H -2.989 1.794 1.293 0.03 0.21 -0.33 0.63
H -4.785 1.961 -1.644 -0.22 0.23 -0.35 0.42
H -6.065 1.194 -0.746 0.50 -0.53 0.24 0.38
H -5.682 0.576 -2.368 -0.21 0.34 0.05 0.42
H -3.962 -1.822 -0.271 0.00 -0.12 0.30 0.00
H -5.631 -1.324 -0.499 0.36 0.36 0.23 0.52
H -4.678 -0.685 0.937 -0.22 -0.37 -0.70 0.19
H -0.537 1.036 -2.123 -0.15 0.73 -0.99 -0.98
H -1.242 2.695 -2.457 0.23 -0.92 -0.49 0.35
H -1.071 1.436 -3.808 0.24 0.27 0.15 0.33
H -3.993 0.017 -3.521 -0.04 0.82 -0.45 0.46
H -2.744 0.863 -4.456 -0.28 -0.08 -0.25 0.38
H -4.079 1.846 -3.824 0.35 -0.57 0.42 0.29
H 0.444 -5.687 -1.847 0.12 -0.12 -0.10 0.47
H -0.963 -6.159 -2.827 0.01 -0.12 -0.62 0.36
H -1.002 -6.410 -1.110 0.23 0.34 -0.08 0.43
H -3.108 -3.548 -1.939 0.40 -0.68 0.71 0.22
H -2.727 -4.152 -0.279 -0.18 0.11 0.54 0.27
H -3.099 -5.306 -1.564 0.48 0.58 0.07 0.44
C 3.812 1.260 5.639 0.27 -0.56 1.67 -1.39
C 2.498 1.289 4.964 -0.28 -0.57 -1.32 0.88
C 1.435 2.021 5.427 -1.38 0.32 -0.61 -0.97
C 0.248 2.018 4.644 -0.51 -1.17 -1.72 0.64
N 0.120 1.297 3.448 -0.42 2.16 2.48 0.12
C 1.148 0.659 3.013 2.11 -1.87 -0.83 -0.56
S 1.237 -0.271 1.514 1.00 -0.20 2.18 -0.48
N 2.327 0.579 3.787 -1.09 1.60 0.77 0.20
C -1.025 2.770 4.952 0.81 1.03 0.19 -1.09
H 3.714 1.601 6.695 -0.18 -0.36 -0.70 0.40
H 4.538 1.943 5.240 0.27 0.29 -0.72 0.32
H 4.252 0.249 5.674 -0.18 0.37 -0.18 0.37
H 1.491 2.645 6.324 0.09 -0.41 -0.32 0.45
H 3.119 0.193 3.314 0.47 -0.46 -0.08 0.32
H -0.735 3.854 5.156 -0.62 -1.25 -0.32 0.42
H -1.497 2.392 5.872 0.11 0.08 -0.32 0.30
H -1.699 2.666 4.072 0.53 0.29 0.88 0.13
C 4.238 3.667 1.128 0.79 1.31 -0.44 -1.38
C 2.939 2.952 0.939 -1.61 -0.81 -0.55 0.71
O 3.102 1.940 -0.121 -0.34 0.68 -0.63 -0.47
P 2.011 1.389 -1.225 1.46 1.22 0.62 0.95
O 1.642 2.600 -2.234 0.63 0.83 0.68 -0.08
C 2.255 4.007 -2.408 -0.85 -2.35 -0.83 -0.03
C 1.442 4.630 -3.527 1.08 1.41 0.26 -1.36
O 2.985 0.455 -2.059 -0.18 -0.10 -0.50 -0.38
C 3.964 0.854 -3.093 -1.12 1.43 0.61 0.00
C 5.076 -0.116 -3.011 1.48 -1.16 -1.22 -1.24
H 4.150 4.425 1.938 -0.04 -0.57 -0.36 0.41
H 4.469 4.276 0.201 0.01 -0.85 0.94 0.31
H 5.086 2.991 1.380 -0.65 0.40 -0.35 0.30
H 2.085 3.665 0.660 1.13 -0.97 0.51 0.26
H 2.658 2.358 1.841 0.02 0.69 -0.57 -0.31
H 3.320 3.871 -2.610 -0.26 0.05 -0.14 0.32
H 2.123 4.529 -1.489 -0.06 0.35 0.72 0.21
H 1.186 3.995 -4.353 0.12 -0.61 -0.17 0.32
H 2.055 5.459 -3.936 -0.32 -0.33 0.09 0.41
H 0.543 5.103 -3.151 -0.26 -0.11 0.16 0.35
H 4.297 1.884 -2.849 -0.02 -0.58 -0.06 0.17
H 3.434 0.930 -4.070 0.38 -0.40 0.67 0.26
H 5.494 -0.197 -1.994 -0.43 -0.06 -0.35 0.28
H 5.925 0.249 -3.649 -0.73 -0.31 0.41 0.42
H 4.795 -1.134 -3.425 0.27 1.13 0.71 0.26
```
Positions in Å, forces in eV/Å.

---

(3)
A structure of composition C32H54AsBBr2CsN7O3Si3. Source: the Open Molecules 2025 dataset; level of theory: ωB97M-V/def2-TZVPD.

Properties
- Charge: -2
- Kohn-Sham gap: 0.2197 Eh
- LUMO level: 3.75 eV
- ΔE to the lowest compared entry with this formula, charge and spin: 0.574 eV
- Spin multiplicity: 1

```
104
Properties=species:S:1:pos:R:3:forces:R:3:mulliken_charge:R:1
Cs 1.256 0.034 0.177 -1.58 1.51 -0.28 1.20
Br 6.541 0.589 1.850 0.03 0.01 -0.04 -0.26
C 5.073 0.389 3.040 0.01 -0.04 0.07 -0.12
C 5.345 0.100 4.370 0.12 -0.01 0.06 -0.32
C 4.334 -0.060 5.280 -0.09 0.02 -0.12 0.04
Br 4.779 -0.459 7.092 0.03 -0.01 0.06 -0.33
C 2.983 0.075 4.878 0.00 0.00 0.15 0.90
C 1.879 -0.052 5.751 0.06 -0.01 0.02 -0.73
C 0.611 0.116 5.276 -0.14 -0.01 -0.07 -0.98
C 0.427 0.405 3.912 0.11 0.04 0.07 -0.48
N 1.430 0.520 3.077 0.14 0.05 0.36 -0.06
C 2.697 0.369 3.520 0.11 0.01 -0.02 -0.42
C 3.768 0.532 2.504 -0.01 0.01 0.18 0.46
O 3.512 0.769 1.310 0.78 0.28 0.40 -0.70
H 6.376 0.001 4.684 -0.02 0.00 0.01 0.37
H 2.057 -0.277 6.794 -0.01 0.00 0.00 0.27
H -0.248 0.030 5.929 0.00 0.00 0.01 0.41
H -0.567 0.564 3.505 -0.02 -0.02 -0.03 0.73
B -1.271 3.720 1.328 -0.03 0.10 0.03 0.24
N -0.050 4.189 0.476 -0.02 -0.14 -0.09 0.03
C 0.522 5.401 0.453 -0.02 0.11 0.04 -0.35
C 1.591 5.366 -0.424 -0.03 0.06 0.04 -1.00
C 1.578 4.047 -0.898 0.02 -0.05 0.00 -0.19
N 0.590 3.349 -0.351 0.09 -0.06 -0.08 0.04
N -2.279 3.007 0.392 0.02 -0.13 -0.04 0.03
C -3.233 3.580 -0.360 -0.04 0.08 -0.02 -0.61
C -3.799 2.611 -1.168 0.01 0.10 0.02 -1.05
C -3.094 1.449 -0.820 0.05 -0.03 -0.06 -0.43
N -2.186 1.695 0.115 0.02 -0.06 0.01 0.29
H -1.794 4.731 1.763 -0.03 0.01 0.03 -0.23
H -0.930 2.957 2.195 0.04 -0.05 0.04 -0.27
H 0.125 6.194 1.066 0.02 0.03 -0.01 0.40
H 2.272 6.164 -0.672 0.01 0.01 0.00 0.38
H 2.250 3.569 -1.595 0.01 0.01 -0.01 0.38
H -3.427 4.636 -0.262 -0.04 0.00 -0.04 0.46
H -4.595 2.727 -1.886 -0.01 0.00 -0.01 0.50
H -3.197 0.442 -1.201 0.00 0.04 0.01 0.48
C -0.678 -0.239 -3.220 0.00 -0.05 0.11 0.87
C -1.019 -0.343 -4.730 -0.07 -0.02 -0.03 -0.73
N 0.136 0.056 -5.546 -0.03 0.00 -0.02 -0.23
C 0.516 1.422 -5.174 0.00 0.07 -0.03 -0.79
C 0.900 1.485 -3.672 -0.01 0.06 0.06 -0.36
N 0.715 0.172 -3.066 0.08 0.05 0.06 0.27
C 1.583 -0.800 -3.723 0.00 0.04 0.03 -0.39
C 1.255 -0.840 -5.238 0.01 -0.11 -0.04 -0.66
H -0.813 -1.190 -2.698 0.00 0.01 -0.01 -0.02
H -1.304 0.499 -2.715 0.00 0.02 0.00 -0.73
H -1.859 0.306 -4.994 0.01 -0.01 0.00 0.37
H -1.294 -1.364 -5.010 0.01 0.01 0.00 0.21
H -0.330 2.080 -5.394 0.00 -0.01 0.00 0.34
H 1.348 1.731 -5.815 -0.01 -0.01 0.00 0.28
H 0.292 2.206 -3.122 0.00 0.00 -0.01 0.21
H 1.947 1.775 -3.541 0.00 -0.01 -0.01 0.34
H 1.436 -1.762 -3.231 0.02 -0.01 0.00 0.01
H 2.620 -0.505 -3.541 0.00 -0.02 -0.02 0.45
H 0.975 -1.849 -5.555 0.01 0.01 -0.01 0.36
H 2.112 -0.531 -5.846 -0.01 0.01 0.01 0.24
C -1.767 -4.945 -2.014 -0.04 -0.09 0.04 -0.86
Si -2.771 -4.634 -0.457 -0.07 0.25 -0.09 0.64
C -4.305 -5.736 -0.617 0.14 -0.10 0.01 -1.20
C -1.942 -5.274 1.102 0.02 -0.04 -0.15 -1.04
As -3.204 -2.303 -0.422 -0.10 -0.23 0.09 0.54
Si -4.023 -2.021 1.774 0.11 0.07 -0.21 0.03
C -5.479 -3.136 2.231 0.05 0.06 0.04 -1.02
C -2.597 -2.372 2.942 -0.13 0.04 0.07 -1.02
C -4.538 -0.233 2.013 -0.01 -0.12 0.08 -0.75
Si -5.160 -2.076 -1.714 0.18 0.06 0.12 0.60
C -6.412 -3.481 -1.879 -0.05 0.13 -0.06 -1.26
C -4.524 -1.715 -3.452 -0.08 -0.02 0.03 -1.00
C -6.138 -0.572 -1.140 -0.08 -0.09 -0.12 -0.89
H -1.441 -5.990 -2.054 0.02 0.00 -0.02 0.40
H -0.893 -4.297 -2.054 0.00 0.03 0.06 -0.04
H -2.389 -4.757 -2.893 0.00 0.02 -0.02 0.30
H -3.974 -6.759 -0.408 -0.05 -0.03 -0.01 0.37
H -4.741 -5.725 -1.614 -0.01 0.02 -0.06 0.29
H -5.089 -5.487 0.099 0.00 0.03 0.06 0.23
H -1.311 -6.122 0.815 -0.01 -0.02 0.03 0.46
H -2.695 -5.638 1.806 0.02 0.06 0.05 0.38
H -1.305 -4.528 1.564 0.08 0.04 -0.03 0.08
H -5.188 -4.187 2.256 0.03 -0.04 -0.01 0.22
H -6.304 -3.032 1.523 -0.02 0.03 -0.03 0.22
H -5.848 -2.862 3.224 -0.02 -0.03 0.02 0.38
H -2.405 -3.438 3.055 -0.03 -0.01 0.03 0.35
H -2.841 -1.960 3.927 0.04 -0.01 0.02 0.43
H -1.675 -1.906 2.593 0.02 0.04 -0.05 0.16
H -5.498 -0.005 1.552 -0.03 0.00 -0.02 0.26
H -3.795 0.455 1.604 0.04 -0.03 0.02 -0.04
H -4.625 -0.046 3.089 -0.02 0.04 0.00 0.50
H -6.076 -4.243 -2.582 0.02 -0.02 -0.02 0.31
H -7.331 -3.037 -2.278 -0.03 -0.06 -0.01 0.37
H -6.650 -3.973 -0.938 0.00 0.03 0.07 0.31
H -3.822 -2.482 -3.785 0.00 -0.05 0.00 0.20
H -3.991 -0.762 -3.473 0.01 0.04 0.02 0.11
H -5.347 -1.667 -4.172 0.01 0.02 -0.02 0.49
H -6.759 -0.808 -0.273 -0.01 -0.03 0.03 0.26
H -6.805 -0.276 -1.957 -0.03 0.04 0.04 0.38
H -5.509 0.280 -0.882 0.03 -0.01 -0.02 0.13
C 1.686 -4.474 -0.096 -0.06 -0.08 0.04 -1.14
C 1.075 -3.087 -0.342 0.15 -0.12 -0.10 0.31
O 1.820 -2.210 -0.836 0.46 -1.64 -0.79 -0.84
O -0.128 -2.927 -0.027 -0.12 -0.13 0.12 -0.54
H 2.737 -4.500 -0.376 -0.01 0.03 0.00 0.32
H 1.135 -5.219 -0.677 -0.01 0.00 -0.02 0.22
H 1.578 -4.747 0.955 -0.01 0.02 0.02 0.29
```
Positions in Å, forces in eV/Å.

---

no.,maximum force (eV/A),DFT total energy (Ha)
1,1.37,-2348.0674
2,3.31,-2773.2703
3,2.20,-10158.3145